(1)
Formula: C57H122O36S7
Source: OMol25
Level of theory: ωB97M-V/def2-TZVPD

For the energy relative to the best compared isomer or geometry (same formula, charge and spin), the calculation gives 0.0 kJ/mol. The calculation puts the LUMO energy at 0.057 eV. The largest force on an atom comes out at 3.46 eV/A. For the HOMO energy, the calculation gives -9.4 eV. For the total energy, the calculation gives -7740.821009 hartree. The HOMO-LUMO gap is 9.431 eV.

ORCA input file:
```
! wB97M-V def2-TZVPD RIJCOSX def2/J DEFGRID3
* xyz 0 1
C 1.170 -6.060 -3.406
C 2.148 -6.242 -4.554
C 2.364 -4.820 -5.086
O 0.999 -4.316 -4.939
C 0.450 -4.740 -3.718
H 1.678 -5.977 -2.462
H 0.524 -6.945 -3.362
H 1.789 -6.923 -5.320
H 3.072 -6.709 -4.193
H 2.620 -4.816 -6.166
H 3.031 -4.137 -4.550
H -0.610 -4.831 -3.787
H 0.688 -3.939 -3.014
C 0.928 4.593 -4.573
C 1.553 3.750 -3.437
C 2.508 2.803 -4.168
O 2.034 2.706 -5.487
C 1.447 3.917 -5.870
H 1.181 5.688 -4.422
H -0.160 4.530 -4.520
H 0.890 3.150 -2.861
H 1.996 4.418 -2.756
H 2.578 1.792 -3.683
H 3.459 3.301 -4.137
H 0.711 3.599 -6.568
H 2.153 4.494 -6.454
C -3.992 1.426 1.238
C -3.515 2.818 0.988
C -3.022 3.265 2.379
O -3.288 2.237 3.304
C -4.233 1.315 2.735
H -3.212 0.705 0.999
H -4.858 1.128 0.630
H -4.224 3.546 0.636
H -2.608 2.841 0.369
H -3.566 4.206 2.659
H -1.973 3.533 2.427
H -5.270 1.571 3.054
H -4.050 0.288 3.076
C -3.148 3.109 -4.373
C -3.949 2.494 -3.189
C -4.912 1.476 -3.900
O -4.992 1.965 -5.286
C -3.691 2.344 -5.615
H -2.081 3.055 -4.197
H -3.445 4.151 -4.472
H -4.493 3.214 -2.621
H -3.245 2.008 -2.448
H -5.908 1.300 -3.539
H -4.415 0.481 -3.956
H -3.804 3.020 -6.525
H -3.046 1.461 -5.867
C -4.052 -3.420 -1.836
C -4.248 -2.213 -2.777
C -4.988 -1.180 -1.826
O -4.367 -1.426 -0.559
C -3.569 -2.666 -0.560
H -3.365 -4.202 -2.106
H -5.015 -3.968 -1.605
H -4.815 -2.389 -3.664
H -3.259 -1.817 -3.001
H -6.078 -1.464 -1.786
H -4.812 -0.123 -2.058
H -3.755 -3.185 0.399
H -2.513 -2.371 -0.677
C 1.436 -5.560 1.105
C -0.021 -5.302 0.676
C -0.498 -4.034 1.444
O 0.515 -3.877 2.451
C 1.767 -4.308 1.933
H 2.085 -5.762 0.253
H 1.525 -6.455 1.763
H -0.666 -6.143 0.883
H -0.159 -5.051 -0.381
H -1.506 -4.126 1.842
H -0.446 -3.102 0.780
H 2.500 -4.455 2.725
H 2.255 -3.501 1.338
O 1.290 -0.019 -5.422
S 0.799 0.176 -6.736
O -0.287 1.020 -6.902
O 1.935 0.731 -7.583
C 3.304 0.508 -7.048
C 4.330 1.549 -7.509
C 0.553 -1.380 -7.461
H 3.582 -0.525 -7.317
H 3.194 0.487 -5.968
H 4.700 1.434 -8.545
H 5.120 1.429 -6.748
H 3.882 2.553 -7.370
H -0.044 -1.341 -8.385
H -0.015 -1.875 -6.645
H 1.526 -1.895 -7.588
O 2.182 -2.691 -0.950
S 3.541 -3.077 -1.372
O 4.005 -4.424 -1.170
O 3.825 -2.697 -2.847
C 3.354 -1.366 -3.388
C 4.569 -0.659 -3.881
C 4.656 -1.904 -0.451
H 2.883 -0.870 -2.544
H 2.533 -1.562 -4.042
H 5.247 -1.252 -4.487
H 5.222 -0.394 -3.067
H 4.395 0.272 -4.408
H 4.398 -0.870 -0.777
H 5.696 -2.195 -0.638
H 4.420 -2.034 0.606
O -5.743 -4.994 0.803
S -5.083 -4.837 2.076
O -3.675 -4.894 2.174
O -5.678 -3.548 2.802
C -6.359 -2.402 2.009
C -7.784 -2.220 2.370
C -5.753 -6.141 3.142
H -6.189 -2.608 0.975
H -5.672 -1.610 2.331
H -8.099 -1.235 2.019
H -7.920 -2.317 3.432
H -8.542 -2.897 1.981
H -6.818 -6.143 3.124
H -5.413 -5.957 4.164
H -5.352 -7.142 2.837
O -2.357 6.228 0.942
S -2.783 6.384 -0.430
O -4.171 6.327 -0.778
O -2.167 7.779 -0.993
C -1.778 8.818 0.062
C -0.417 9.336 -0.410
C -1.886 5.310 -1.532
H -1.785 8.378 1.067
H -2.599 9.581 0.011
H -0.298 10.381 -0.027
H -0.358 9.357 -1.505
H 0.398 8.678 -0.019
H -0.826 5.248 -1.279
H -2.007 5.616 -2.573
H -2.325 4.342 -1.398
O -1.061 0.724 7.706
S -0.079 0.431 6.713
O 1.185 -0.111 7.062
O -0.668 -0.599 5.687
C -2.126 -0.424 5.232
C -2.719 -1.749 4.810
C 0.151 1.922 5.666
H -2.128 0.345 4.479
H -2.699 -0.082 6.100
H -3.788 -1.601 4.548
H -2.554 -2.506 5.613
H -2.220 -2.150 3.878
H 0.915 1.623 4.936
H 0.395 2.776 6.350
H -0.760 2.187 5.171
O 2.194 1.074 3.109
S 3.141 -0.036 3.359
O 3.830 -0.634 2.271
O 4.282 0.400 4.327
C 3.850 1.363 5.415
C 5.095 1.633 6.183
C 2.250 -1.277 4.354
H 3.053 0.903 5.993
H 3.444 2.235 4.805
H 5.550 0.764 6.675
H 4.932 2.286 7.038
H 5.796 2.114 5.558
H 2.909 -1.435 5.210
H 2.141 -2.159 3.729
H 1.291 -0.905 4.586
O -0.945 1.648 -2.059
S -0.009 0.646 -1.565
O 1.389 0.915 -1.368
O -0.679 0.137 -0.174
C 0.209 -0.499 0.835
C -0.572 -0.521 2.084
C -0.189 -0.801 -2.569
H 1.120 0.054 1.000
H 0.500 -1.491 0.442
H -0.647 0.522 2.413
H -0.033 -1.128 2.850
H -1.567 -0.962 1.908
H -1.227 -1.219 -2.636
H 0.348 -1.623 -2.120
H 0.202 -0.572 -3.609
C 5.451 3.020 1.933
C 5.297 2.044 0.815
C 4.042 1.994 -0.022
O 4.538 1.741 -1.348
C 5.805 1.999 -1.433
O 6.481 1.854 -2.435
O 6.280 2.425 -0.225
H 4.728 2.826 2.708
H 5.307 4.020 1.557
H 6.414 2.966 2.446
H 5.605 1.045 1.112
H 3.431 2.900 0.093
H 3.424 1.121 0.258
C 0.585 3.434 0.617
C 0.796 4.682 1.392
C 0.757 4.509 2.950
O 1.741 5.467 3.480
C 2.557 5.735 2.414
O 3.546 6.437 2.523
O 2.159 5.249 1.225
H -0.405 3.043 0.726
H 1.195 2.611 0.966
H 0.745 3.640 -0.469
H 0.024 5.447 1.137
H 0.955 3.468 3.230
H -0.196 4.800 3.373
C -0.545 -4.628 6.687
C 0.918 -4.924 6.874
C 1.504 -6.169 6.122
O 2.629 -5.733 5.421
C 2.806 -4.408 5.566
O 3.652 -3.757 5.019
O 1.826 -3.925 6.347
H -1.125 -5.402 7.209
H -0.810 -4.694 5.635
H -0.770 -3.690 7.213
H 1.129 -4.977 7.970
H 0.678 -6.557 5.516
H 1.778 -6.922 6.897
*
```

These are the Löwdin partial charges, in e, on atoms 1 to 6: -0.15 -0.16 -0.14 -0.18 -0.21 0.09


(2)
Formula: C57H125N5O11
Source: OMol25
Level of theory: ωB97M-V/def2-TZVPD

For the energy relative to the best compared isomer or geometry (same formula, charge and spin), the calculation gives 371.3 kJ/mol. The SMILES is CC1(C)CCCC(C)(C)N1O.CC1(C)CCCC(C)(C)N1O.CC1(C)CCCC(C)(C)N1O.CC1(C)CCCC(C)(C)N1O.CC1(C)CCCC(C)(C)N1O.COCCOC.COCCOC.COCCOC. The calculation puts the LUMO energy at 0.505 eV. The largest force on an atom comes out at 3.96 eV/A. For the HOMO energy, the calculation gives -8.5 eV. For the total energy, the calculation gives -3347.729847 hartree. The HOMO-LUMO gap is 8.986 eV.

ORCA input file:
```
! wB97M-V def2-TZVPD RIJCOSX def2/J DEFGRID3
* xyz 0 1
C -1.251 -6.743 -4.490
C -1.067 -5.377 -5.196
C -2.545 -4.916 -5.540
C -0.429 -4.379 -4.276
C 0.078 -3.133 -4.987
C 0.963 -3.375 -6.179
C 0.229 -4.303 -7.179
C -0.987 -3.493 -7.845
C 1.172 -4.767 -8.319
N -0.223 -5.530 -6.371
O -0.905 -6.481 -7.267
H -0.204 -7.123 -4.474
H -1.610 -6.634 -3.509
H -1.753 -7.380 -5.216
H -3.040 -5.402 -6.346
H -3.130 -4.980 -4.647
H -2.452 -3.858 -5.784
H -1.114 -4.219 -3.416
H 0.449 -4.729 -3.697
H -0.839 -2.533 -5.249
H 0.579 -2.424 -4.309
H 1.894 -3.867 -5.884
H 1.269 -2.443 -6.670
H -1.412 -2.689 -7.229
H -1.743 -4.138 -8.212
H -0.638 -2.942 -8.757
H 2.016 -5.367 -7.945
H 1.498 -3.822 -8.765
H 0.537 -5.323 -9.015
H -0.157 -6.930 -7.627
C -2.771 3.919 -2.738
C -4.266 3.513 -2.897
C -4.478 2.470 -3.972
C -4.728 2.850 -1.622
C -4.942 3.927 -0.457
C -5.728 5.150 -0.883
C -5.304 5.747 -2.198
C -6.497 6.587 -2.634
C -4.085 6.585 -2.047
N -5.146 4.698 -3.198
O -4.797 5.249 -4.491
H -2.652 4.797 -3.312
H -2.486 3.909 -1.723
H -2.213 3.181 -3.254
H -3.757 2.608 -4.803
H -4.312 1.479 -3.587
H -5.431 2.555 -4.480
H -5.580 2.230 -1.884
H -3.987 2.134 -1.211
H -5.410 3.408 0.380
H -3.932 4.094 -0.085
H -5.777 5.923 -0.091
H -6.772 4.955 -1.042
H -7.164 5.861 -3.010
H -6.374 7.349 -3.413
H -7.007 7.167 -1.805
H -3.680 6.817 -3.021
H -3.221 6.233 -1.452
H -4.393 7.522 -1.528
H -5.635 5.136 -4.895
C -1.714 4.175 4.183
C -2.044 2.834 3.527
C -3.323 3.051 2.623
C -0.866 2.394 2.521
C 0.268 1.812 3.334
C -0.157 0.599 4.192
C -1.273 1.057 5.177
C -1.891 -0.177 5.875
C -0.711 2.024 6.177
N -2.386 1.674 4.439
O -3.387 2.159 5.327
H -0.680 4.312 4.371
H -2.014 5.086 3.669
H -2.175 4.250 5.154
H -4.043 3.505 3.324
H -3.170 3.779 1.768
H -3.733 2.080 2.318
H -1.353 1.660 1.939
H -0.585 3.245 1.968
H 1.125 1.365 2.741
H 0.737 2.665 3.958
H 0.681 0.135 4.787
H -0.555 -0.239 3.629
H -2.859 0.152 6.248
H -1.327 -0.537 6.719
H -2.081 -0.898 5.116
H 0.058 2.646 5.626
H -0.218 1.443 6.990
H -1.438 2.633 6.681
H -4.072 1.528 4.951
C 3.247 -5.265 3.491
C 3.920 -3.984 3.908
C 5.462 -4.216 3.942
C 3.539 -2.865 2.907
C 3.828 -1.410 3.369
C 3.100 -1.241 4.678
C 3.546 -2.241 5.780
C 4.943 -1.898 6.248
C 2.535 -2.015 6.921
N 3.307 -3.619 5.220
O 3.696 -4.579 6.253
H 3.580 -6.091 4.119
H 2.200 -5.234 3.629
H 3.587 -5.465 2.439
H 6.041 -3.304 3.874
H 5.827 -4.816 4.804
H 5.637 -4.870 3.070
H 4.056 -3.048 1.946
H 2.480 -3.000 2.717
H 4.893 -1.283 3.527
H 3.516 -0.773 2.605
H 1.985 -1.260 4.525
H 3.269 -0.251 5.132
H 4.864 -0.911 6.681
H 5.670 -1.874 5.415
H 5.149 -2.446 7.187
H 2.640 -1.075 7.396
H 2.651 -2.783 7.712
H 1.502 -2.010 6.572
H 2.891 -5.149 6.297
C 1.493 0.171 -2.218
C 0.667 0.690 -1.077
C 1.292 1.990 -0.463
C -0.765 0.942 -1.589
C -1.519 -0.364 -1.930
C -1.514 -1.445 -0.835
C -0.096 -1.618 -0.264
C -0.162 -2.361 1.057
C 0.791 -2.569 -1.175
N 0.506 -0.340 0.020
O 1.802 -0.428 0.620
H 2.446 -0.239 -1.886
H 0.975 -0.535 -2.801
H 1.749 1.032 -2.840
H 2.371 1.956 -0.304
H 1.153 2.760 -1.263
H 0.819 2.257 0.460
H -1.356 1.496 -0.814
H -0.852 1.683 -2.417
H -2.571 -0.204 -2.070
H -1.121 -0.760 -2.852
H -1.819 -2.463 -1.150
H -2.108 -1.225 0.040
H 0.832 -2.311 1.469
H -0.500 -3.413 0.871
H -0.848 -1.890 1.691
H 0.473 -3.606 -1.212
H 1.859 -2.619 -0.929
H 0.864 -2.239 -2.205
H 1.651 -0.212 1.547
C 4.669 3.605 -2.735
O 4.329 3.413 -1.427
C 5.453 3.801 -0.598
C 5.086 3.749 0.850
O 4.259 4.792 1.274
C 2.835 4.549 1.252
H 3.795 3.303 -3.337
H 5.560 2.951 -3.128
H 4.891 4.687 -2.942
H 5.663 4.822 -0.821
H 6.194 3.101 -0.879
H 6.030 3.770 1.430
H 4.499 2.850 0.984
H 2.400 5.129 2.037
H 2.714 3.451 1.493
H 2.377 4.827 0.308
C 6.682 -2.203 0.487
O 6.827 -1.271 -0.559
C 5.619 -0.587 -0.676
C 5.445 0.114 -1.933
O 5.299 -0.773 -3.076
C 5.274 -0.082 -4.303
H 7.600 -2.803 0.437
H 5.712 -2.763 0.457
H 6.605 -1.693 1.502
H 5.630 0.174 0.102
H 4.780 -1.285 -0.521
H 6.370 0.711 -2.030
H 4.510 0.641 -1.854
H 6.146 0.566 -4.385
H 4.400 0.600 -4.414
H 5.132 -0.785 -5.047
C -3.276 -2.397 2.791
O -3.949 -1.587 1.791
C -4.600 -0.450 2.333
C -5.661 0.115 1.388
O -6.095 1.460 1.817
C -6.624 1.429 3.162
H -2.754 -1.792 3.520
H -2.553 -3.085 2.285
H -3.935 -2.955 3.420
H -3.780 0.245 2.551
H -5.052 -0.833 3.280
H -6.472 -0.527 1.297
H -5.319 0.244 0.392
H -7.419 0.651 3.341
H -7.022 2.451 3.376
H -5.819 1.340 3.875
*
```

These are the Löwdin partial charges, in e, on atoms 1 to 6: -0.03 -0.53 -0.01 -0.15 -0.20 -0.14


Q: energy relative to the best compared isomer or geometry (same formula, charge and spin) of number 2 (C57H125N5O11)?
A: 371.3 kJ/mol


Q: Which of these has the highest HOMO-LUMO gap?
A: C57H122O36S7